A 8-piece molecular cluster, C36H74BN7O10 overall in a non-equilibrium geometry. Source: the Open Molecules 2025 dataset; level of theory: ωB97M-V/def2-TZVPD.

Values from the calculation:
Kohn-Sham gap: 7.95 eV

The geometry in ORCA input format:
```
! wB97M-V def2-TZVPD RIJCOSX def2/J DEFGRID3
* xyz 0 1
C -0.88 1.53 1.82
C 0.16 2.50 1.20
O -0.51 3.46 0.38
C -0.13 3.36 -0.98
C -0.78 2.13 -1.63
O -0.04 1.58 -2.72
B 0.89 0.63 -2.28
C 0.68 -0.85 -2.77
O 1.86 -1.65 -2.81
C 1.90 -2.63 -1.84
C 0.84 -3.50 -1.59
C 0.91 -4.48 -0.61
C -0.33 -5.34 -0.39
C 2.07 -4.63 0.15
C 3.15 -3.77 -0.12
C 3.07 -2.77 -1.10
C 4.24 -1.83 -1.41
C 4.98 -2.44 -2.65
C 5.27 -1.75 -0.27
H -0.78 1.49 2.90
H -1.87 1.90 1.55
H -0.75 0.52 1.43
H 0.85 1.90 0.60
H 0.73 3.01 1.97
H -0.44 4.28 -1.48
H 0.96 3.32 -1.05
H -0.94 1.35 -0.87
H -1.77 2.42 -1.96
H 1.75 0.97 -1.53
H 0.26 -0.82 -3.79
H -0.12 -1.28 -2.14
H -0.06 -3.38 -2.18
H -0.72 -5.13 0.61
H -1.05 -5.09 -1.17
H -0.04 -6.38 -0.47
H 2.20 -5.37 0.93
H 4.05 -3.88 0.47
H 3.83 -0.85 -1.65
H 4.61 -3.45 -2.82
H 4.79 -1.87 -3.56
H 6.05 -2.54 -2.45
H 5.65 -2.74 -0.04
H 6.12 -1.16 -0.62
H 4.88 -1.25 0.62
C -4.54 3.03 5.57
C -3.38 2.83 4.63
O -2.72 1.80 4.63
N -3.09 3.84 3.77
C -3.76 5.12 3.62
H -4.65 2.15 6.19
H -4.36 3.89 6.22
H -5.47 3.18 5.01
H -2.31 3.64 3.16
H -4.14 5.22 2.61
H -3.03 5.92 3.80
H -4.58 5.22 4.32
C 8.28 1.01 1.28
C 7.86 1.43 -0.11
O 6.70 1.33 -0.49
N 8.81 1.93 -0.93
C 10.23 2.12 -0.66
H 7.42 0.64 1.81
H 9.03 0.22 1.23
H 8.69 1.86 1.83
H 8.46 2.19 -1.84
H 10.48 3.18 -0.77
H 10.82 1.54 -1.37
H 10.48 1.81 0.35
C -1.75 1.17 -7.99
C -0.35 0.76 -8.40
O -0.11 0.32 -9.51
N 0.64 0.91 -7.48
C 0.54 1.41 -6.12
H -2.43 1.00 -8.82
H -2.08 0.57 -7.14
H -1.78 2.23 -7.72
H 1.54 0.62 -7.82
H 1.18 2.28 -6.02
H 0.88 0.63 -5.43
H -0.48 1.68 -5.87
C 0.99 -8.73 1.01
C 1.41 -8.02 2.28
O 2.19 -7.08 2.28
N 0.89 -8.48 3.45
C -0.04 -9.58 3.65
H 1.49 -8.26 0.17
H 1.28 -9.78 1.05
H -0.09 -8.65 0.87
H 1.20 -7.97 4.25
H -0.95 -9.21 4.13
H 0.41 -10.33 4.30
H -0.31 -10.04 2.71
C -3.97 -2.33 -0.13
C -3.16 -2.79 -1.32
O -2.76 -3.95 -1.43
N -2.86 -1.87 -2.27
C -3.22 -0.46 -2.30
H -4.12 -3.17 0.54
H -3.44 -1.54 0.41
H -4.94 -1.96 -0.46
H -2.32 -2.24 -3.03
H -3.81 -0.26 -3.19
H -2.31 0.15 -2.34
H -3.79 -0.19 -1.42
C -3.83 -0.49 2.87
C -4.80 -1.18 1.95
O -4.93 -0.86 0.78
N -5.55 -2.19 2.47
C -5.54 -2.70 3.83
H -3.30 0.28 2.33
H -4.35 -0.03 3.71
H -3.09 -1.21 3.25
H -6.18 -2.61 1.80
H -5.28 -3.76 3.81
H -6.54 -2.60 4.27
H -4.83 -2.17 4.44
C -3.24 9.47 0.42
C -3.44 8.57 1.62
O -4.23 7.64 1.60
N -2.69 8.83 2.73
C -1.71 9.88 2.93
H -3.89 9.14 -0.38
H -3.48 10.50 0.68
H -2.20 9.42 0.08
H -2.87 8.20 3.49
H -0.74 9.43 3.16
H -2.02 10.52 3.76
H -1.61 10.49 2.04
*
```

Atom charges from the Mulliken analysis, given in e for atoms 1 to 99: number 1, C, carries -1.4628; number 2, C, carries -0.2776; number 3, O, carries -0.4363; number 4, C, carries -0.6525; number 5, C, carries -0.2996; number 6, O, carries -0.6011; number 7, B, carries 1.1339; number 8, C, carries -0.6304; number 9, O, carries -0.4781; number 10, C, carries -0.5223; number 11, C, carries -0.0284; number 12, C, carries 0.5809; number 13, C, carries -1.2989; number 14, C, carries -0.7812; number 15, C, carries -0.6776; number 16, C, carries 0.4885; number 17, C, carries 1.5793; number 18, C, carries -1.5198; number 19, C, carries -1.8190; number 20, H, carries 0.5090; number 21, H, carries 0.3457; number 22, H, carries 0.5548; number 23, H, carries 0.0999; number 24, H, carries 0.4957; number 25, H, carries 0.2580; number 26, H, carries 0.3570; number 27, H, carries 0.1481; number 28, H, carries 0.3134; number 29, H, carries -0.1801; number 30, H, carries 0.0766; number 31, H, carries 0.0798; number 32, H, carries 0.5709; number 33, H, carries 0.3198; number 34, H, carries 0.3950; number 35, H, carries 0.0814; number 36, H, carries 0.5889; number 37, H, carries 0.2935; number 38, H, carries 0.1065; number 39, H, carries 0.3297; number 40, H, carries 0.2661; number 41, H, carries 0.4784; number 42, H, carries 0.4254; number 43, H, carries 0.3001; number 44, H, carries 0.3576; number 45, C, carries -1.6092; number 46, C, carries 0.9877; number 47, O, carries -0.5963; number 48, N, carries 0.0742; number 49, C, carries -0.9421; number 50, H, carries 0.3321; number 51, H, carries 0.4582; number 52, H, carries 0.3627; number 53, H, carries 0.0185; number 54, H, carries 0.3356; number 55, H, carries 0.2509; number 56, H, carries 0.3118; number 57, C, carries -1.3568; number 58, C, carries 0.8097; number 59, O, carries -0.6144; number 60, N, carries -0.1735; number 61, C, carries -0.8282; number 62, H, carries 0.2676; number 63, H, carries 0.3638; number 64, H, carries 0.4401; number 65, H, carries 0.2360; number 66, H, carries 0.2834; number 67, H, carries 0.2806; number 68, H, carries 0.3174; number 69, C, carries -1.1329; number 70, C, carries 0.7342; number 71, O, carries -0.6521; number 72, N, carries -0.0914; number 73, C, carries -0.5695; number 74, H, carries 0.2904; number 75, H, carries 0.2930; number 76, H, carries 0.3348; number 77, H, carries 0.2151; number 78, H, carries 0.2507; number 79, H, carries 0.1260; number 80, H, carries 0.2196; number 81, C, carries -1.4474; number 82, C, carries 0.8382; number 83, O, carries -0.6732; number 84, N, carries -0.1729; number 85, C, carries -0.8351; number 86, H, carries 0.2840; number 87, H, carries 0.4741; number 88, H, carries 0.3870; number 89, H, carries 0.2420; number 90, H, carries 0.2818; number 91, H, carries 0.2842; number 92, H, carries 0.3263; number 93, C, carries -0.9241; number 94, C, carries 0.3590; number 95, O, carries -0.7380; number 96, N, carries -0.0654; number 97, C, carries -0.4707; number 98, H, carries 0.3573; number 99, H, carries 0.1234